1.
Here is a cluster of 8 separate species, C58H114F12N8O11S4 in total from the OMol25 dataset. Energies are from ωB97M-V with the def2-TZVPD basis set.

## Properties
DFT total energy: -6333.33065 hartree
Frontier orbital gap: 2.510 eV

```
! wB97M-V def2-TZVPD RIJCOSX def2/J DEFGRID3
* xyz 4 1
C 7.66926 -20.89944 -9.69590
C 6.27678 -21.32703 -9.36041
C 5.12619 -20.35525 -9.51550
N 3.71934 -21.00433 -9.38988
C 3.40467 -22.06460 -10.44125
C 1.93270 -22.38553 -10.63170
C 1.09093 -21.11058 -10.81225
C 1.29314 -20.20023 -9.61148
C 2.76633 -19.72406 -9.46193
C 3.56074 -21.60081 -7.98301
H 7.78594 -20.83436 -10.77925
H 8.54092 -21.42249 -9.30213
H 7.89808 -19.88919 -9.34761
H 6.27482 -21.43096 -8.27166
H 6.11648 -22.26200 -9.89730
H 5.29208 -19.90123 -10.49568
H 5.06302 -19.46881 -8.88540
H 3.87761 -21.53672 -11.27134
H 4.06604 -22.88581 -10.16784
H 1.92481 -23.10016 -11.45636
H 1.49456 -23.00230 -9.84460
H 1.39961 -20.62771 -11.74129
H 0.00836 -21.22262 -10.85898
H 0.62468 -19.35999 -9.79933
H 0.86005 -20.79658 -8.80772
H 3.06463 -19.13796 -10.33038
H 2.95601 -19.13658 -8.56465
H 3.83897 -22.65163 -7.95784
H 2.56086 -21.46277 -7.57026
H 4.03783 -20.95308 -7.24621
C 16.96306 -21.59726 -11.87944
C 15.58458 -22.24272 -12.15269
C 15.50973 -23.15445 -13.37270
N 14.41509 -24.23890 -13.23124
C 13.01675 -23.71997 -12.91216
C 12.54680 -22.66297 -13.92705
C 12.42791 -23.24505 -15.30640
C 13.78579 -23.91976 -15.72084
C 14.34256 -24.87373 -14.67421
C 14.79325 -25.34432 -12.25919
H 17.44087 -21.05072 -12.69119
H 17.66292 -22.35963 -11.53956
H 16.72051 -21.04297 -10.97275
H 15.01095 -21.31643 -12.18582
H 15.43686 -22.83026 -11.24521
H 16.44374 -23.63823 -13.65432
H 15.24361 -22.42256 -14.13445
H 12.97374 -23.27947 -11.91654
H 12.39157 -24.61285 -12.89845
H 13.15237 -21.76509 -14.06488
H 11.62474 -22.23080 -13.53450
H 11.84825 -22.63954 -16.00326
H 11.68945 -24.05206 -15.25849
H 14.42382 -23.18435 -16.20885
H 13.56950 -24.66344 -16.49069
H 15.35009 -25.11626 -15.01074
H 13.74681 -25.78213 -14.59324
H 15.67276 -25.84945 -12.65712
H 13.92867 -26.00541 -12.23158
H 15.07802 -24.96636 -11.27780
C 12.39938 -24.02098 -2.67106
C 11.44972 -22.87987 -2.56988
C 11.44191 -22.08098 -3.86291
N 10.60269 -20.82808 -3.87950
C 11.00709 -19.68394 -2.90801
C 10.09819 -18.42096 -3.11722
C 9.88825 -17.93704 -4.53203
C 9.82129 -19.09065 -5.59889
C 10.78243 -20.22248 -5.25976
C 9.12929 -21.23406 -3.61432
H 12.23393 -24.71570 -1.84742
H 13.41079 -23.61585 -2.72890
H 12.33566 -24.70427 -3.52040
H 11.68495 -22.20792 -1.74354
H 10.54164 -23.42123 -2.29685
H 11.09829 -22.79140 -4.61685
H 12.45220 -21.81474 -4.17435
H 12.05834 -19.44895 -3.07754
H 10.95857 -20.09352 -1.89995
H 10.36232 -17.56984 -2.49001
H 9.10486 -18.65932 -2.72908
H 10.86486 -17.45150 -4.59938
H 9.03954 -17.25615 -4.54366
H 10.03633 -18.62637 -6.56106
H 8.77995 -19.41256 -5.63357
H 11.84904 -20.18109 -5.48078
H 10.51031 -21.00698 -5.97059
H 9.20744 -21.74236 -2.65442
H 8.86990 -21.95774 -4.38512
H 8.45976 -20.38551 -3.50525
C 15.86296 -14.33250 -9.24495
C 14.96313 -15.20425 -8.29510
C 13.49917 -15.01700 -8.74042
C 12.61637 -16.07741 -8.08443
C 13.06220 -17.50466 -8.54701
C 14.49124 -17.86569 -8.15220
N 15.37154 -16.69085 -8.56589
O 16.65013 -16.94900 -8.54505
C 15.01180 -19.05531 -8.97026
C 14.60412 -18.28457 -6.66658
C 15.19134 -15.01044 -6.77356
H 15.66345 -14.56037 -10.29222
H 16.94554 -14.39513 -9.14018
H 15.62344 -13.27665 -9.11760
H 13.27005 -15.24822 -9.78151
H 13.10280 -14.02818 -8.51339
H 11.59068 -15.85943 -8.37880
H 12.74450 -16.24954 -7.01517
H 12.86539 -17.68626 -9.60604
H 12.46705 -18.31772 -8.12699
H 14.82361 -18.82915 -10.02057
H 14.28659 -19.83515 -8.73612
H 16.00127 -19.47472 -8.79576
H 14.15080 -17.63231 -5.92110
H 15.64738 -18.47956 -6.41694
H 14.18340 -19.28186 -6.54086
H 15.26672 -13.93601 -6.59586
H 16.06553 -15.42997 -6.27728
H 14.34887 -15.27021 -6.13272
C 14.82753 -28.36139 -8.63208
C 14.50204 -28.51027 -7.13006
C 14.77117 -30.00761 -6.64482
C 14.68436 -30.07653 -5.17798
C 15.65089 -29.11074 -4.51413
C 15.49666 -27.67075 -4.84350
N 15.33478 -27.57718 -6.38162
O 15.48439 -26.35202 -6.88735
C 16.74894 -26.87487 -4.48496
C 14.17228 -27.04043 -4.20781
C 13.01470 -28.18032 -6.88492
H 14.35359 -27.57691 -9.21988
H 14.48130 -29.28766 -9.09453
H 15.90117 -28.38594 -8.81907
H 15.77103 -30.18661 -7.04726
H 14.19390 -30.74766 -7.19877
H 14.88454 -31.02981 -4.68674
H 13.70193 -29.89230 -4.73664
H 16.63875 -29.42562 -4.86239
H 15.77678 -29.36323 -3.46124
H 17.10788 -26.88468 -3.45635
H 16.52640 -25.81639 -4.62746
H 17.56248 -27.14900 -5.15614
H 14.23000 -26.78448 -3.14822
H 13.28576 -27.67365 -4.17479
H 13.91990 -26.07209 -4.64240
H 12.89433 -27.09421 -6.84168
H 12.40388 -28.46534 -6.02953
H 12.39741 -28.39420 -7.75842
C 8.02945 -27.39655 -9.86114
C 8.50301 -26.04218 -9.33535
C 7.29124 -25.10367 -9.44636
C 6.19686 -25.14522 -8.38567
C 6.87472 -24.76870 -7.04781
C 8.02690 -25.78589 -6.68479
N 8.85338 -26.27158 -7.84942
O 9.69078 -27.27544 -7.68179
C 7.31488 -27.00222 -6.10154
C 8.94526 -25.06631 -5.63582
C 9.69488 -25.40823 -10.02119
H 7.42470 -27.94772 -9.14380
H 8.86508 -27.96017 -10.27920
H 7.47731 -27.31561 -10.79848
H 6.93045 -25.18950 -10.47074
H 7.61301 -24.06547 -9.33123
H 5.79051 -26.14570 -8.23238
H 5.43364 -24.42210 -8.66925
H 6.13615 -24.85879 -6.25252
H 7.22564 -23.73640 -7.05662
H 6.53734 -26.67124 -5.41656
H 8.06977 -27.58271 -5.56929
H 6.92658 -27.72059 -6.82321
H 9.97336 -25.40557 -5.50791
H 8.45570 -25.10795 -4.66254
H 9.07163 -24.00744 -5.86401
H 10.57586 -26.03929 -9.89782
H 9.87283 -24.41342 -9.61544
H 9.51380 -25.42970 -11.09608
C 11.85070 -21.38450 -9.60923
F 11.29148 -20.27130 -9.18494
F 11.01042 -22.00537 -10.45099
F 12.95236 -21.05138 -10.31465
S 12.30562 -22.59304 -8.20740
O 11.00581 -23.01219 -7.63169
O 12.99592 -23.67389 -8.90366
N 13.20047 -21.54385 -7.16188
S 14.41899 -22.48637 -6.78285
O 14.02631 -23.75793 -6.13593
O 15.33285 -22.65333 -7.86904
C 15.47931 -21.53225 -5.50373
F 16.18881 -22.50028 -4.82002
F 16.37432 -20.72513 -6.00765
F 14.71627 -20.88455 -4.60271
C 19.83202 -24.49180 -5.15224
F 20.97865 -25.09100 -5.25344
F 19.15208 -25.05805 -4.12449
F 19.99932 -23.19078 -4.78803
S 18.73125 -24.51818 -6.82261
O 18.70097 -25.91125 -7.21919
O 17.49907 -23.94500 -6.36336
N 19.73818 -23.62491 -7.77098
S 18.81137 -23.20387 -8.89736
O 17.95073 -24.20766 -9.50258
O 18.12066 -21.96184 -8.59489
C 20.08633 -22.74875 -10.32074
F 19.70688 -23.37775 -11.48961
F 20.17422 -21.47011 -10.67198
F 21.27829 -23.15822 -9.92709
*
```

=====

2.
Here is a structure of composition C19H18BrCl2CrN7O4 from the OMol25 dataset. Energies are from ωB97M-V with the def2-TZVPD basis set.

## Properties
ΔE to the lowest compared entry with this formula, charge and spin: 0.0 kcal per mole
DFT total energy: -5957.72876 hartree
Frontier orbital gap (spin up / spin down): 6.979 / 6.585 eV
Expectation value of S²: 3.7818

```
! wB97M-V def2-TZVPD RIJCOSX def2/J DEFGRID3
* xyz 1 4
Cr 1.57961 -0.26516 -0.97742
O -0.30926 1.18152 -4.32086
C -1.49205 1.44738 -3.72190
C -2.60982 1.53228 -4.55525
C -3.86060 1.79674 -4.03996
C -4.02566 1.97631 -2.67152
C -2.92435 1.89748 -1.84165
C -1.65054 1.63053 -2.34019
C -0.46272 1.62676 -1.38375
O 0.70298 1.11995 -1.91862
N -0.80912 0.81849 -0.17884
N 0.24639 0.18395 0.36997
C 0.28997 -0.12878 1.61965
C 1.30076 -0.98948 2.15796
Br 2.44978 -1.82879 0.82787
C 1.49333 -1.32797 3.43959
C 0.82649 -0.72887 4.58788
C 0.53746 -1.53878 5.69270
C -0.07835 -1.00664 6.80889
C -0.39501 0.34552 6.85045
C -0.09518 1.16181 5.76895
C 0.51125 0.63270 4.64308
H 0.39148 1.22040 -3.65119
H -2.44852 1.39323 -5.61660
H -4.71211 1.87249 -4.70278
H -5.00314 2.18049 -2.25618
H -3.06828 2.05448 -0.77763
H -0.29376 2.66513 -1.04619
H -1.47198 1.22968 0.46434
H -0.49368 0.19333 2.30060
H 2.20576 -2.11708 3.65685
H 0.78688 -2.59234 5.65237
H -0.30653 -1.64205 7.65407
H -0.85560 0.76815 7.73314
H -0.32476 2.21835 5.80881
H 0.79748 1.28430 3.82609
N -1.88789 -4.12263 -1.45098
N -0.97205 -3.20207 -1.83551
N -0.73526 -2.94334 -3.10076
C 0.12537 -1.94922 -3.01716
N 0.37915 -1.65288 -1.73388
N -0.33941 -2.46729 -0.97966
H -2.05800 -4.79539 -2.18318
H -1.68338 -4.50867 -0.54263
H 0.56480 -1.44154 -3.85971
Cl 5.92677 0.13511 -3.10603
C 4.83308 1.27890 -2.34147
Cl 4.07331 2.37256 -3.52801
C 3.66212 0.56946 -1.68713
O 3.17941 1.00691 -0.61050
O 3.11583 -0.42720 -2.25265
H 5.38751 1.88176 -1.63349
*
```

=====

Among the records above, which one has the lowest DFT total energy?
C58H114F12N8O11S4